1.
{"formula": "C4H12SSi", "method": "ωB97M-V/def2-TZVPD", "elements": ["C", "C", "C", "C", "Si", "S", "H", "H", "H", "H", "H", "H", "H", "H", "H", "H", "H", "H"], "coordinates": [[1.5233, 0.6084, -0.9228], [1.9157, -2.1967, 0.1571], [-1.7643, -0.1721, 0.5052], [-1.8041, 1.1780, 0.2271], [1.4850, -0.4779, 0.5879], [-3.6177, 1.7727, -0.6794], [0.4846, 0.8275, -1.1202], [2.1538, 1.5400, -0.8105], [1.9579, -0.1315, -1.6272], [3.0514, -2.3433, 0.1924], [1.5480, -2.9997, 0.8665], [1.5123, -2.3578, -0.8870], [-2.2622, -0.6510, 1.2574], [-1.4661, -0.7177, -0.3715], [-1.2561, 1.6175, -0.5686], [-1.7909, 1.8248, 1.1205], [1.9688, -0.1806, 2.0334], [-3.6396, 2.8595, 0.0397]], "homo_energy_ev": [-6.7, -7.6], "e_above_lowest_kj_mol": 510.3, "e_lumo_ev": [-0.55, -0.02], "homo_lumo_gap_ha": [0.228, 0.280], "total_energy_ev": -23051.183}

2.
{"formula": "C4H13B3NO8PS", "method": "ωB97M-V/def2-TZVPD", "elements": ["C", "C", "C", "O", "B", "O", "B", "O", "B", "P", "O", "O", "S", "O", "H", "H", "H", "H", "H", "H", "H", "H", "H", "H", "C", "N", "O", "O", "H", "H", "H"], "coordinates": [[-2.3650, -0.4765, 0.1910], [-1.3576, -1.1912, 1.0980], [0.1257, -1.0326, 0.7118], [0.3010, -0.5428, -0.6310], [0.5478, 0.7462, -0.8858], [0.2312, 1.3096, -2.1132], [0.4200, 2.6579, -2.2583], [0.2273, 3.4477, -1.1283], [0.5747, 2.8672, 0.0596], [0.1331, 3.6491, 1.7701], [0.5374, 5.1971, 1.6123], [1.1588, 3.0553, 2.8600], [-1.6796, 3.2669, 2.2505], [1.1208, 1.6099, 0.0636], [-2.0361, -0.4511, -0.8467], [-2.5505, 0.5465, 0.5247], [-3.3234, -0.9960, 0.2144], [-1.4653, -0.7929, 2.1090], [-1.5956, -2.2540, 1.1524], [0.6369, -0.3705, 1.4116], [0.6248, -1.9961, 0.7376], [0.7850, 3.1431, -3.2760], [0.2235, 5.7254, 2.3557], [2.0847, 3.1505, 2.6128], [1.3019, -3.9968, -1.9632], [0.5098, -4.7298, -0.9346], [0.3863, -4.2104, 0.1563], [0.0339, -5.7939, -1.2623], [1.6436, -3.0656, -1.5278], [2.1226, -4.6448, -2.2555], [0.6423, -3.8274, -2.8090]], "homo_energy_ev": -9.2, "e_lumo_ev": 0.13, "homo_lumo_gap_ha": 0.344, "total_energy_ev": -44389.752, "smiles": "CCCOB1OBOB(P(O)(O)=S)O1.C[N+](=O)[O-]"}

3.
{"formula": "C4H13FMgNP", "method": "ωB97M-V/def2-TZVPD", "elements": ["N", "C", "C", "C", "C", "P", "F", "H", "H", "H", "H", "H", "H", "H", "H", "H", "H", "H", "H", "H", "Mg"], "coordinates": [[-1.7499, 0.3430, 2.1092], [-1.8049, -0.9903, 1.5226], [-1.2078, -0.9838, 0.1205], [0.1901, -0.3665, 0.1363], [0.7708, -0.1860, -1.2676], [1.6434, 1.5089, -1.4850], [2.6119, 2.7669, -1.4087], [-1.4051, 0.3299, 3.0601], [-2.6551, 0.7951, 2.1281], [-1.2602, -1.6991, 2.1499], [-2.8278, -1.3658, 1.4495], [-1.1724, -1.9978, -0.2847], [-1.8450, -0.3782, -0.5326], [0.1038, 0.6093, 0.6361], [0.8432, -0.9816, 0.7686], [1.4468, -1.0825, -1.4823], [0.0147, -0.2698, -2.0547], [1.8957, 1.3247, -2.8647], [0.5400, 2.2098, -0.9904], [2.7024, 0.9851, -0.5013], [3.1653, -0.5716, -1.2089]], "homo_energy_ev": -15.2, "e_above_lowest_kj_mol": 0.0, "charge": 2, "e_lumo_ev": -11.89, "homo_lumo_gap_ha": 0.122, "total_energy_ev": -23279.079}

4.
{"formula": "C4H13Li3N2O3", "method": "ωB97M-V/def2-TZVPD", "elements": ["Li", "Li", "Li", "O", "H", "C", "O", "N", "N", "H", "H", "H", "H", "C", "C", "C", "O", "H", "H", "H", "H", "H", "H", "H", "H"], "coordinates": [[2.4504, -2.1270, -2.4464], [-0.7400, -1.5550, -2.5123], [1.9423, -0.4489, -4.7115], [1.0814, -0.7633, -2.9434], [1.0543, 0.1269, -2.5586], [-1.9630, 0.7632, -0.8769], [-2.0599, -0.4589, -1.0491], [-3.0584, 1.5508, -0.7386], [-0.7755, 1.4468, -0.8609], [-3.9416, 1.0719, -0.7752], [-2.9633, 2.5137, -0.4752], [0.0593, 0.8842, -0.8587], [-0.7137, 2.4478, -0.8818], [0.0726, -0.1510, 2.8204], [0.6043, -0.7448, 1.5206], [1.6749, 0.0738, 0.8370], [1.1165, -2.0562, 1.7237], [-0.7670, -0.7752, 3.1350], [-0.3369, 0.8501, 2.6821], [0.8381, -0.1139, 3.5945], [-0.2753, -0.8416, 0.8642], [1.6014, 1.1594, 0.8178], [1.8189, -0.3374, -0.1693], [2.6168, -0.1001, 1.3693], [0.6633, -2.4152, 2.4935]], "homo_energy_ev": -15.4, "charge": 2, "e_lumo_ev": -8.34, "homo_lumo_gap_ha": 0.260, "total_energy_ev": -14085.643}

5.
{"formula": "C4H13N2", "method": "ωB97M-V/def2-TZVPD", "elements": ["C", "N", "C", "C", "N", "C", "H", "H", "H", "H", "H", "H", "H", "H", "H", "H", "H", "H", "H"], "coordinates": [[3.2193, 0.2376, 0.1425], [-1.8633, 0.1226, 1.0282], [-3.2169, 0.2877, 0.4612], [2.5506, -0.5441, 0.9966], [0.3107, 0.5390, -1.0154], [-0.2179, -0.7252, -1.4887], [2.5471, 0.7804, -0.6248], [4.1981, 0.6454, 0.4920], [-1.6718, 0.8396, 1.7638], [-3.7674, 1.1560, 0.8475], [-3.8715, -0.5856, 0.7622], [-3.2409, 0.3602, -0.6061], [1.5042, -0.8438, 0.8523], [2.9959, -0.7330, 1.9483], [-1.0101, 0.2972, 0.4773], [0.1199, 1.2435, -1.7220], [-0.7204, -1.3240, -0.7243], [0.6818, -1.3045, -1.8896], [-0.9067, -0.6982, -2.3353]], "homo_energy_ev": [-9.0, -9.1], "e_above_lowest_kj_mol": 222.5, "multiplicity": 2, "e_lumo_ev": [1.01, -0.75], "homo_lumo_gap_ha": [0.369, 0.305], "total_energy_ev": -7334.976, "s2": 0.754}

6.
{"formula": "C4H13N2", "method": "ωB97M-V/def2-TZVPD", "elements": ["N", "C", "C", "C", "N", "C", "H", "H", "H", "H", "H", "H", "H", "H", "H", "H", "H", "H", "H"], "coordinates": [[-1.2878, -3.1933, -0.3508], [-0.4376, -0.5049, -0.2830], [-1.2697, -0.9747, 0.8603], [0.0873, 0.9951, -0.1860], [1.4933, 1.4648, -0.7095], [2.1355, 2.6006, -0.0409], [-0.9746, -0.6811, -1.2104], [-2.1763, -3.2974, -0.8683], [-1.0951, -4.1241, 0.0275], [0.4095, -1.1975, -0.4073], [-2.2156, -0.4332, 0.9201], [-0.8100, -0.9401, 1.8463], [-1.3994, -2.1471, 0.3623], [-0.3293, 1.2279, -1.1719], [-0.4090, 1.5932, 0.5774], [1.3404, 0.8992, 0.2673], [2.8749, 2.9595, -0.7511], [1.4269, 3.4008, 0.2199], [2.6365, 2.3523, 0.8982]], "homo_energy_ev": -12.9, "e_above_lowest_kj_mol": 1005.1, "charge": 1, "e_lumo_ev": -8.23, "homo_lumo_gap_ha": 0.173, "total_energy_ev": -7323.070}

7.
{"formula": "C4H13N2", "method": "ωB97M-V/def2-TZVPD", "elements": ["C", "C", "C", "C", "N", "N", "H", "H", "H", "H", "H", "H", "H", "H", "H", "H", "H", "H", "H"], "coordinates": [[0.0252, 0.6782, -1.2492], [-0.9847, -0.4480, -1.4388], [-2.0871, -0.3661, -0.3968], [-1.5394, -0.3482, 1.0439], [-0.9825, 0.9265, 1.3062], [0.8522, 0.3717, -0.1291], [-0.3725, 1.7124, -1.2555], [0.7206, 0.6914, -2.1056], [-1.3824, -0.4535, -2.4581], [-0.4728, -1.4206, -1.3572], [-2.9167, -1.0536, -0.5441], [-2.6767, 0.5713, -0.5925], [-2.3940, -0.6196, 1.6796], [6.9566, -0.6111, 1.9028], [-0.8906, -1.2299, 1.1049], [0.1222, 0.7853, 0.8069], [7.1669, -1.1922, 1.5061], [1.8045, 0.7448, -0.0963], [-0.9490, 1.2611, 2.2729]], "homo_energy_ev": -15.3, "e_above_lowest_kj_mol": 699.5, "charge": 1, "e_lumo_ev": -8.48, "homo_lumo_gap_ha": 0.249, "total_energy_ev": -7326.238}

8.
{"formula": "C4H13N2", "method": "ωB97M-V/def2-TZVPD", "elements": ["C", "C", "N", "C", "C", "N", "H", "H", "H", "H", "H", "H", "H", "H", "H", "H", "H", "H", "H"], "coordinates": [[-2.4472, -0.5440, 0.3016], [-1.2422, 0.3313, 0.5754], [-0.0157, -0.4655, 0.6928], [1.1726, 0.3714, 0.7903], [1.5560, 0.7502, -0.6428], [1.0348, -0.3596, -1.5303], [-2.2309, -1.3622, -0.3817], [-3.2891, 0.0584, -0.0453], [-2.8151, -0.9755, 1.2363], [-1.4216, 0.8928, 1.4998], [-1.1330, 1.1099, -0.1769], [-0.0403, -1.0645, 1.5098], [1.9883, -0.1996, 1.2029], [0.8371, 1.2619, 1.3231], [1.1387, 1.6769, -0.9941], [2.6323, 0.7527, -0.7718], [0.6044, 0.0096, -2.3715], [1.7254, -1.0788, -1.7312], [0.2797, -0.7758, -0.9051]], "homo_energy_ev": -14.2, "e_above_lowest_kj_mol": 101.8, "charge": 1, "e_lumo_ev": -3.27, "homo_lumo_gap_ha": 0.402, "total_energy_ev": -7332.433, "smiles": "CCNCC[NH3+]"}